Entry 1:
85
Properties=species:S:1:pos:R:3:lowdin_charge:R:1 method="wB97M-V/def2-TZVPD" smiles="CC(=O)OC[C@@H]1[C@@H](CCCCCN)C(=O)N[C@@]1(CCO)P(O)Cl.FC(F)C(F)(F)COC(F)(F)C(F)F.FC(F)C(F)(F)COC(F)(F)C(F)F" orbital_gap_ev=9.42
C 1.13929 0.37115 1.18113 0.02
C 1.65420 1.69273 0.43937 -0.40
O 2.68336 1.67645 -0.27696 0.06
O 0.89500 2.90164 0.60291 -0.07
C 0.07254 3.02376 -0.59865 -0.14
C -1.45178 2.80208 -0.16607 -0.20
C -2.20965 2.60404 -1.59142 -0.14
C -3.29319 1.38644 -1.50831 -0.12
C -4.81658 1.89563 -1.68511 -0.19
C -5.78373 0.60868 -1.44491 -0.20
C -6.31361 0.61023 0.06760 -0.21
C -6.44778 -0.86567 0.70176 -0.27
N -5.07309 -1.42021 0.99052 -0.04
C -2.95833 4.00786 -1.79193 -0.34
O -3.28233 4.58072 -2.84037 0.07
N -3.20814 4.40845 -0.39222 0.04
C -2.21369 3.95503 0.65199 -0.49
C -1.43863 5.33172 0.96419 -0.16
C -2.33988 6.63878 0.83489 -0.26
O -3.56391 6.60697 1.59306 -0.14
P -3.10146 3.15983 2.16656 0.69
O -2.27002 1.73076 2.63608 -0.39
Cl -2.95641 4.43017 3.85616 0.22
H 1.50816 0.30260 2.25937 0.10
H 1.56180 -0.54957 0.64514 0.08
H -0.00443 0.27139 1.16868 0.08
H 0.40825 2.23587 -1.35375 0.13
H 0.16216 4.04168 -1.11340 0.14
H -1.45762 1.73538 0.22316 0.11
H -1.49924 2.25668 -2.42482 0.15
H -3.25717 0.85105 -0.49837 0.10
H -3.09080 0.61737 -2.32724 0.12
H -5.03110 2.29218 -2.72766 0.12
H -5.11996 2.63468 -0.85991 0.10
H -5.23943 -0.35185 -1.72889 0.10
H -6.69917 0.68082 -2.13472 0.11
H -7.32851 1.11526 0.17596 0.11
H -5.57133 1.18711 0.73274 0.09
H -7.03622 -0.79565 1.67558 0.11
H -7.00111 -1.59296 0.01156 0.12
H -4.59380 -1.64613 0.09840 0.05
H -4.54553 -0.61178 1.35308 0.04
H -4.19137 4.43586 -0.09601 0.12
H -0.99089 5.22105 2.01938 0.09
H -0.52500 5.50136 0.28394 0.12
H -2.48953 6.90130 -0.27000 0.13
H -1.70849 7.50524 1.25877 0.13
H -3.47754 7.11134 2.42812 0.09
H -1.66653 2.01006 3.37006 0.04
C 0.16943 -4.05030 -1.59763 -0.04
C -0.93766 -3.71356 -2.62203 -0.43
C -0.61332 -4.00514 -4.08840 -0.30
F 0.44064 -3.30110 -4.53748 0.10
F -1.66329 -3.66221 -4.87737 0.09
F -1.31309 -2.42302 -2.45303 0.12
F -2.02463 -4.46799 -2.28649 0.11
O 1.00109 -2.96928 -1.14991 0.03
C 2.12000 -2.62728 -1.93811 -0.51
C 2.02100 -1.21368 -2.52091 -0.28
F 0.92267 -1.06874 -3.29382 0.10
F 3.08866 -0.94230 -3.30776 0.11
F 2.31725 -3.57146 -2.87486 0.14
F 3.19077 -2.69230 -1.11322 0.14
H -0.35206 -4.36962 -0.69110 0.15
H 0.76116 -4.91938 -1.89508 0.14
H -0.41287 -5.06898 -4.24535 0.17
H 1.97790 -0.46471 -1.72652 0.15
C 5.94563 -3.29762 1.15083 -0.04
C 5.45793 -2.57877 2.42904 -0.43
C 6.33182 -1.42866 2.93298 -0.30
F 7.57375 -1.82505 3.26223 0.10
F 5.79426 -0.88968 4.05779 0.09
F 5.25837 -3.49989 3.40069 0.13
F 4.22589 -2.06158 2.14259 0.10
O 6.66372 -4.52770 1.32903 0.03
C 8.05005 -4.45079 1.57555 -0.51
C 8.43341 -4.99120 2.95828 -0.28
F 7.81010 -4.31746 3.94777 0.10
F 9.76439 -4.85692 3.17252 0.10
F 8.48085 -3.19448 1.36400 0.14
F 8.64004 -5.21026 0.62477 0.14
H 5.04192 -3.59834 0.61373 0.14
H 6.46070 -2.62192 0.46369 0.15
H 6.40761 -0.63281 2.18632 0.17
H 8.17033 -6.04685 3.05078 0.18

Entry 2:
70
Properties=species:S:1:pos:R:3:nbo_charge:R:1 method="wB97M-V/def2-TZVPD" de_lowest_kj_mol=294.7 orbital_gap_ev=2.48
C -5.85122 -0.82378 1.48848 -0.33
C -4.54262 -0.77202 1.02853 -0.26
C -4.14410 -0.78485 -0.47969 -0.51
C -3.55647 -2.14960 -1.00731 0.10
C -4.57426 -3.32998 -1.09954 0.64
F -5.42353 -3.40814 -0.00301 -0.31
F -3.93494 -4.57954 -1.08637 -0.33
C -5.52677 -3.40375 -2.36226 0.56
F -6.48834 -4.34585 -2.00731 -0.30
F -4.93545 -3.97182 -3.46651 -0.29
C -6.36747 -2.12674 -2.72493 0.92
F -7.10941 -1.68129 -1.66850 -0.30
F -5.68389 -1.14171 -3.35257 -0.30
F -7.30871 -2.55210 -3.63800 -0.30
C -2.83143 -1.79381 -2.37835 -0.45
C -1.26580 -1.56683 -2.26481 -0.46
C -0.76436 -0.87534 -0.94514 0.21
F -0.99174 0.52043 -0.93884 -0.35
C -1.46312 -1.56793 0.28165 -0.13
C -0.33874 -2.32442 1.13486 -0.41
C -0.61199 -2.02342 2.66246 -0.41
C -0.23356 -0.55418 3.07555 -0.23
N 0.74559 0.07300 2.17906 -0.65
C 0.93048 1.51332 2.51372 -0.24
C 1.88323 2.18000 1.46140 -0.10
C 3.06847 1.51389 0.91263 -0.23
C 3.85683 2.19635 -0.08522 -0.20
C 3.55105 3.52876 -0.58499 -0.18
C 2.40113 4.21051 -0.01724 -0.29
C 1.59033 3.52333 0.99430 0.27
O 0.48027 4.25401 1.49605 -0.72
N -2.46851 -2.59997 -0.07228 -0.54
H -6.63404 -0.09547 1.18151 0.22
H -6.08861 -1.68694 2.16555 0.22
H -3.76267 -0.76331 1.84131 0.21
H -3.40331 0.05511 -0.62829 0.27
H -5.05154 -0.44009 -1.04618 0.27
H -3.26050 -0.81546 -2.72680 0.25
H -2.99469 -2.53782 -3.19275 0.25
H -0.72289 -2.54721 -2.37177 0.22
H -0.97027 -0.96945 -3.17057 0.27
H 0.35279 -0.97988 -0.93661 0.23
H -1.82377 -0.75751 0.95701 0.28
H -0.37718 -3.43961 1.01695 0.20
H 0.68971 -1.98953 0.87605 0.26
H -1.72800 -2.12977 2.82130 0.18
H -0.13642 -2.74908 3.36450 0.23
H -1.16987 0.07733 3.01445 0.18
H 0.10001 -0.47600 4.14879 0.19
H 1.65700 -0.37814 2.28842 0.36
H 1.27201 1.68046 3.56787 0.19
H -0.07134 1.99927 2.34139 0.21
H 3.35394 0.49663 1.26009 0.20
H 4.76362 1.68445 -0.53673 0.32
H 4.15803 4.02243 -1.37684 0.24
H 2.09731 5.22941 -0.35300 0.21
H 0.83388 5.15445 1.61123 0.48
H -1.93711 -3.41386 -0.41870 0.46
H -2.93896 -2.93435 0.79005 0.46
C 8.10101 3.87122 0.44367 -0.62
C 8.03079 2.50631 -0.27019 0.13
C 8.80363 2.60411 -1.60109 -0.62
O 6.73769 2.23529 -0.54568 -0.99
H 7.65832 4.67190 -0.15741 0.18
H 7.58027 3.84157 1.40549 0.19
H 9.14595 4.15172 0.64538 0.16
H 8.60872 1.80013 0.36588 0.07
H 8.38280 3.36585 -2.26490 0.18
H 8.79638 1.64851 -2.13375 0.19
H 9.85633 2.87079 -1.42144 0.16

Entry 3:
63
Properties=species:S:1:pos:R:3:nbo_charge:R:1 method="wB97M-V/def2-TZVPD" de_lowest_kj_mol=321.7 smiles=CCOc1cc(CN2CCN(CCc3ccccc3)[C@H](CCO)C2)ccc1OC orbital_gap_ev=8.71
C 2.72719 0.87510 3.19077 -0.64
C 4.00221 0.44607 2.46809 -0.06
O 4.04287 0.87569 1.12504 -0.50
C 3.27306 0.24918 0.18970 0.33
C 2.52588 -0.89664 0.39238 -0.31
C 1.76968 -1.46312 -0.63289 -0.05
C 1.79472 -0.87021 -1.88109 -0.21
C 2.54941 0.27185 -2.11031 -0.29
C 3.28141 0.84946 -1.08928 0.24
O 4.03864 1.97909 -1.20270 -0.49
C 4.12412 2.59814 -2.45945 -0.25
H 4.55480 1.92890 -3.21224 0.18
H 3.14618 2.94909 -2.80746 0.17
H 4.78255 3.45452 -2.32152 0.20
H 2.54873 0.70689 -3.09709 0.22
H 1.22743 -1.29705 -2.69459 0.21
C 0.86000 -2.63165 -0.34160 -0.23
N -0.46980 -2.24384 0.12390 -0.45
C -0.43320 -1.52561 1.38381 -0.23
C -1.85182 -1.25084 1.87376 -0.21
N -2.54432 -0.50562 0.85251 -0.48
C -3.67416 0.28253 1.28010 -0.20
H -4.26001 -0.20492 2.07494 0.18
C -3.17242 1.66058 1.76770 -0.43
C -2.08494 2.13067 0.84190 0.02
C -0.75394 2.10564 1.23622 -0.23
C 0.25622 2.43698 0.35019 -0.15
C -0.05560 2.80172 -0.94726 -0.24
C -1.38009 2.85087 -1.34668 -0.21
C -2.38579 2.51829 -0.45740 -0.22
H -3.41784 2.55555 -0.77700 0.20
H -1.63001 3.14455 -2.35653 0.21
H 0.73221 3.05041 -1.64289 0.21
H 1.28898 2.40325 0.66460 0.20
H -0.50546 1.82096 2.24928 0.20
H -2.78001 1.57544 2.78176 0.20
H -4.00714 2.36407 1.78228 0.22
H -4.33288 0.43029 0.42215 0.20
C -2.64062 -1.22865 -0.39301 -0.02
C -1.20520 -1.48098 -0.86716 -0.23
H -0.73729 -0.49970 -1.05519 0.19
H -1.21600 -2.04931 -1.79953 0.19
C -3.45536 -2.53480 -0.30919 -0.46
H -2.82522 -3.33552 0.07621 0.23
H -4.29577 -2.39613 0.37397 0.21
C -4.01778 -2.96328 -1.65855 -0.05
O -4.79033 -4.13004 -1.46537 -0.72
H -5.12808 -4.43108 -2.31485 0.47
H -4.64274 -2.15836 -2.07642 0.15
H -3.19858 -3.16020 -2.36425 0.15
H -3.11805 -0.55967 -1.11988 0.20
H -2.35453 -2.20028 2.12024 0.17
H -1.80393 -0.64522 2.78080 0.20
H 0.08039 -0.55599 1.27474 0.18
H 0.10022 -2.13796 2.11599 0.19
H 1.29786 -3.26850 0.43250 0.20
H 0.72158 -3.23290 -1.24431 0.20
H 2.52338 -1.38059 1.35649 0.21
H 4.86786 0.93003 2.92951 0.19
H 4.14096 -0.64070 2.53601 0.17
H 1.85060 0.42133 2.73476 0.21
H 2.77831 0.57442 4.23396 0.22
H 2.62256 1.95616 3.13951 0.22

Please write out number 2 again, unchanged.
70
Properties=species:S:1:pos:R:3:nbo_charge:R:1 method="wB97M-V/def2-TZVPD" de_lowest_kj_mol=294.7 orbital_gap_ev=2.48
C -5.85122 -0.82378 1.48848 -0.33
C -4.54262 -0.77202 1.02853 -0.26
C -4.14410 -0.78485 -0.47969 -0.51
C -3.55647 -2.14960 -1.00731 0.10
C -4.57426 -3.32998 -1.09954 0.64
F -5.42353 -3.40814 -0.00301 -0.31
F -3.93494 -4.57954 -1.08637 -0.33
C -5.52677 -3.40375 -2.36226 0.56
F -6.48834 -4.34585 -2.00731 -0.30
F -4.93545 -3.97182 -3.46651 -0.29
C -6.36747 -2.12674 -2.72493 0.92
F -7.10941 -1.68129 -1.66850 -0.30
F -5.68389 -1.14171 -3.35257 -0.30
F -7.30871 -2.55210 -3.63800 -0.30
C -2.83143 -1.79381 -2.37835 -0.45
C -1.26580 -1.56683 -2.26481 -0.46
C -0.76436 -0.87534 -0.94514 0.21
F -0.99174 0.52043 -0.93884 -0.35
C -1.46312 -1.56793 0.28165 -0.13
C -0.33874 -2.32442 1.13486 -0.41
C -0.61199 -2.02342 2.66246 -0.41
C -0.23356 -0.55418 3.07555 -0.23
N 0.74559 0.07300 2.17906 -0.65
C 0.93048 1.51332 2.51372 -0.24
C 1.88323 2.18000 1.46140 -0.10
C 3.06847 1.51389 0.91263 -0.23
C 3.85683 2.19635 -0.08522 -0.20
C 3.55105 3.52876 -0.58499 -0.18
C 2.40113 4.21051 -0.01724 -0.29
C 1.59033 3.52333 0.99430 0.27
O 0.48027 4.25401 1.49605 -0.72
N -2.46851 -2.59997 -0.07228 -0.54
H -6.63404 -0.09547 1.18151 0.22
H -6.08861 -1.68694 2.16555 0.22
H -3.76267 -0.76331 1.84131 0.21
H -3.40331 0.05511 -0.62829 0.27
H -5.05154 -0.44009 -1.04618 0.27
H -3.26050 -0.81546 -2.72680 0.25
H -2.99469 -2.53782 -3.19275 0.25
H -0.72289 -2.54721 -2.37177 0.22
H -0.97027 -0.96945 -3.17057 0.27
H 0.35279 -0.97988 -0.93661 0.23
H -1.82377 -0.75751 0.95701 0.28
H -0.37718 -3.43961 1.01695 0.20
H 0.68971 -1.98953 0.87605 0.26
H -1.72800 -2.12977 2.82130 0.18
H -0.13642 -2.74908 3.36450 0.23
H -1.16987 0.07733 3.01445 0.18
H 0.10001 -0.47600 4.14879 0.19
H 1.65700 -0.37814 2.28842 0.36
H 1.27201 1.68046 3.56787 0.19
H -0.07134 1.99927 2.34139 0.21
H 3.35394 0.49663 1.26009 0.20
H 4.76362 1.68445 -0.53673 0.32
H 4.15803 4.02243 -1.37684 0.24
H 2.09731 5.22941 -0.35300 0.21
H 0.83388 5.15445 1.61123 0.48
H -1.93711 -3.41386 -0.41870 0.46
H -2.93896 -2.93435 0.79005 0.46
C 8.10101 3.87122 0.44367 -0.62
C 8.03079 2.50631 -0.27019 0.13
C 8.80363 2.60411 -1.60109 -0.62
O 6.73769 2.23529 -0.54568 -0.99
H 7.65832 4.67190 -0.15741 0.18
H 7.58027 3.84157 1.40549 0.19
H 9.14595 4.15172 0.64538 0.16
H 8.60872 1.80013 0.36588 0.07
H 8.38280 3.36585 -2.26490 0.18
H 8.79638 1.64851 -2.13375 0.19
H 9.85633 2.87079 -1.42144 0.16